Below is 2 unconnected molecules or ions with the total composition C2H9N4O, with properties calculated with ωB97M-V/def2-TZVPD.

The molar mass comes out at 105.1 g mol⁻¹. The gap between HOMO and LUMO (alpha / beta) is 9.3 / 9.3 eV. The total charge is +1. The energy relative to the best compared isomer or geometry (same formula, charge and spin) comes out at 168.4 kcal/mol. For the total energy, the calculation gives -10215.94659 eV.

Geometry (Å):
O1 -1.14494 -0.11813 1.94986
N1 0.07285 1.38571 -0.50620
N2 2.22600 0.15343 -2.17742
N3 -0.16360 -0.82259 1.43247
N4 1.54123 -0.37528 -0.97572
C1 -2.39185 -0.36566 1.36177
C2 0.59384 0.15305 -0.28176
H1 0.33495 1.99191 -1.21393
H2 1.72920 -0.10047 -2.96067
H3 -2.27278 -1.16892 0.69201
H4 -2.72784 0.58995 0.98790
H5 -3.06174 -0.70500 2.28683
H6 1.99897 -1.28148 -0.68374
H7 0.63182 -0.81928 2.12616
H8 3.16582 -0.34628 -2.20948
H9 -0.53194 1.82904 0.17192

Below is a molecular structure, C12H24N2O3, with properties calculated with ωB97M-V/def2-TZVPD.

The molar mass comes out at 244.3 g mol⁻¹. The gap between HOMO and LUMO is 9.0 eV. The energy relative to the best compared isomer or geometry (same formula, charge and spin) comes out at 265.6 kcal/mol. For the total energy, the calculation gives -21946.18955 eV.

Geometry (Å):
O1 0.01582 2.03237 -0.20685
O2 -2.30721 1.92673 -0.16484
O3 0.35096 -0.33401 1.57209
N1 2.46540 -2.11412 -0.94719
N2 0.03092 -0.66856 -0.70874
C1 0.62292 -0.74614 0.47147
C2 4.37054 0.50832 -0.93678
C3 -1.21846 0.01591 -0.73424
C4 1.99434 -1.51291 0.30729
C5 3.07727 0.79016 -0.02301
C6 3.40198 1.90217 0.95938
C7 3.06656 -0.65616 0.81155
C8 -3.97223 -0.50503 -0.19405
C9 -4.77775 -1.23527 0.88657
C10 -1.06029 1.42691 -0.35650
C11 -2.34654 -0.56643 0.17815
C12 -4.27281 0.90839 -0.58344
H1 -5.55272 -1.71139 0.29819
H2 2.03979 -2.54668 0.97677
H3 -5.23743 1.14344 -1.32254
H4 -1.47601 0.04863 -1.86602
H5 4.34953 -0.30330 -1.68716
H6 0.30983 -0.97990 -1.70161
H7 -3.16680 1.44498 -0.80269
H8 -2.12802 -0.24680 1.34355
H9 4.66443 1.49998 -1.34721
H10 2.16159 1.17444 -0.43866
H11 5.20220 0.09763 -0.34044
H12 4.13741 1.75211 1.77010
H13 3.74679 2.94687 0.53643
H14 -4.01146 -1.84156 1.73389
H15 2.53170 2.20060 1.70049
H16 2.16765 -3.43157 -1.04834
H17 -2.23009 2.94197 0.31750
H18 -5.29588 -0.42395 1.52611
H19 -1.96342 -1.82430 0.09304
H20 -3.92793 -1.30906 -1.02271
H21 -4.40180 1.37955 0.34550
H22 1.95434 -1.61487 -1.97168
H23 3.98022 -1.20173 0.66955
H24 2.70469 -0.36742 1.90711

Below is 2 unconnected molecules or ions with the total composition H4O2, with properties calculated with ωB97M-V/def2-TZVPD.

The molar mass comes out at 36.0 g mol⁻¹. The gap between HOMO and LUMO (alpha / beta) is 14.0 / 5.1 eV. The total charge is +1. The energy relative to the best compared isomer or geometry (same formula, charge and spin) comes out at 23.0 kcal/mol. For the total energy, the calculation gives -4148.10954 eV. As for the spin multiplicity: 2.

Geometry (Å):
O1 1.06856 -1.46192 0.00616
O2 -0.59914 0.88530 0.11184
H1 1.06983 -0.51934 0.17281
H2 -1.15422 1.02290 -0.65574
H3 0.14951 -1.67601 -0.15430
H4 -0.53453 1.74907 0.51924

Below is a molecular structure, C17H32AsN2OOsS2Si2, with properties calculated with ωB97M-V/def2-TZVPD.

The molar mass comes out at 665.9 g mol⁻¹. The gap between HOMO and LUMO is 6.9 eV. The total charge is +3. The energy relative to the best compared isomer or geometry (same formula, charge and spin) comes out at 20.8 kcal/mol. For the total energy, the calculation gives -123882.99376 eV.

Geometry (Å):
Os1 -1.34386 0.39050 0.24454
As1 0.80673 0.14817 -0.39749
S1 -3.41050 -3.26400 -1.35061
S2 -3.79376 3.02116 -2.57544
Si1 3.81685 -1.80167 -2.40371
Si2 1.90995 1.75676 1.12648
O1 -1.23448 -0.09702 2.22276
N1 -2.51095 1.42743 -1.10948
N2 -2.39400 -1.09376 -0.57311
C1 -1.69968 -0.71220 4.43959
C2 -2.29701 -2.41106 -0.40696
C3 -2.11657 -0.41978 3.05174
C4 -4.23579 1.37017 -2.63765
C5 3.28010 2.39086 0.04819
C6 -4.02957 -1.82015 -2.02023
C7 -3.55044 -0.47008 2.66984
C8 2.70355 -3.05777 -3.09804
C9 -2.58280 2.71443 -1.44663
C10 -3.37215 -0.75826 -1.50989
C11 4.20389 -0.29296 -3.33524
C12 -1.70365 3.78012 -0.90760
C13 0.79650 3.12036 1.72712
C14 2.43668 0.58674 2.47445
C15 -1.36759 -3.10117 0.53119
C16 -3.44728 0.65993 -1.80380
C17 4.60529 -2.11142 -0.79513
H1 3.44348 -0.06264 -4.08102
H2 1.22737 3.61195 2.60267
H3 -1.66009 3.71391 0.17840
H4 2.39501 1.11187 3.43146
H5 0.67248 3.88160 0.95738
H6 -3.89021 -1.51015 2.69226
H7 5.30050 -1.32326 -0.50966
H8 2.93217 2.68433 -0.94328
H9 3.46496 0.25538 2.32257
H10 -1.90490 0.17362 5.05187
H11 -0.69477 3.66600 -1.30960
H12 3.83704 -2.22623 -0.02425
H13 -2.07056 4.76774 -1.17871
H14 2.01428 -2.63273 -3.82724
H15 -0.18660 2.74453 2.02271
H16 4.08829 1.66446 -0.05472
H17 2.15985 -3.57780 -2.30813
H18 3.30981 -3.81161 -3.61748
H19 -4.81898 -1.83554 -2.75397
H20 -0.77548 -3.84752 0.00217
H21 4.35620 0.55576 -2.66561
H22 5.14638 -3.06355 -0.83095
H23 5.15333 -0.44752 -3.86593
H24 -3.73165 -0.04479 1.68234
H25 -2.30863 -1.51790 4.85086
H26 1.80300 -0.29779 2.55980
H27 -0.64005 -0.94450 4.49713
H28 -0.69451 -2.38153 0.99134
H29 -4.14684 0.05517 3.41874
H30 -5.03487 1.02721 -3.27443
H31 -1.92821 -3.62605 1.30643
H32 3.71276 3.28224 0.51196

Below is a molecular structure, C22H65CrO11, with properties calculated with ωB97M-V/def2-TZVPD.

The molar mass comes out at 557.7 g mol⁻¹. The gap between HOMO and LUMO (alpha / beta) is 7.6 / 7.7 eV. The total charge is +1. The energy relative to the best compared isomer or geometry (same formula, charge and spin) comes out at 0.0 kcal/mol. For the total energy, the calculation gives -74803.28049 eV. As for the spin multiplicity: 5.

Geometry (Å):
Cr1 0.73655 2.17033 -2.35071
O1 1.42700 0.90702 -4.02755
O2 2.50865 -2.48866 4.62694
O3 0.14903 0.40871 -1.54046
O4 4.02019 -3.87100 -1.88849
O5 -5.12054 1.94523 2.54331
O6 0.72501 -1.84555 -3.09359
O7 -1.16690 2.17742 -3.56024
O8 0.18032 3.30036 -0.66361
O9 1.76945 3.67610 1.81453
O10 -3.62773 -3.65231 3.07090
O11 2.83785 0.09478 5.80515
C1 -4.20878 0.10314 1.29712
C2 1.64502 1.01320 -5.45435
C3 -0.18522 2.83926 2.89659
C4 2.23187 0.77257 4.67521
C5 2.56302 -0.08819 -5.92464
C6 -0.46892 0.10276 -0.32910
C7 3.24080 0.83346 3.56273
C8 4.06031 -2.48957 -1.55471
C9 -0.96133 4.14326 -0.81537
C10 -0.52197 -2.46704 -3.49359
C11 1.74695 -2.44585 3.41655
C12 0.41093 0.01060 0.89716
C13 -2.35037 -3.49290 0.97974
C14 -2.83856 0.70012 -4.49285
C15 -0.71234 -3.72837 -2.68797
C16 -2.54680 1.76039 -3.45579
C17 -5.21504 1.23757 1.29138
C18 1.58946 -3.87539 2.93433
C19 0.82412 3.96424 2.87499
C20 3.91052 -2.38820 -0.04327
C21 -0.70445 5.59632 -0.36870
C22 -2.61445 -2.95216 2.36761
H1 -1.42105 4.16212 -1.80128
H2 3.47409 -0.14588 3.14252
H3 -3.83859 0.28756 -4.34941
H4 4.86355 -2.52336 0.46072
H5 0.68166 0.98759 -5.97228
H6 1.30302 4.23831 3.81535
H7 -1.70635 -2.93838 2.98930
H8 -0.97483 3.12285 3.59437
H9 3.61309 -1.35390 0.17817
H10 0.56037 3.40974 0.22619
H11 -1.37319 5.86571 0.45030
H12 -0.94505 -0.90318 -0.40557
H13 0.93665 -4.46422 3.57673
H14 -3.24606 -4.47751 3.38343
H15 0.73846 -2.10107 3.69018
H16 -1.67722 -2.86611 0.38916
H17 -2.73760 1.44464 -2.42998
H18 2.76832 1.32815 2.70595
H19 0.28080 5.83799 0.03202
H20 2.56991 -0.18603 -7.00968
H21 2.31192 4.46820 1.72598
H22 -4.64559 -0.69644 1.90073
H23 0.28257 1.90377 3.18910
H24 -0.41449 -2.68738 -4.55566
H25 -6.22621 0.83597 1.21125
H26 -1.78681 3.78745 -0.18930
H27 2.58983 -1.56969 4.92892
H28 0.25633 4.86722 2.60253
H29 -1.91901 -4.49408 0.98045
H30 2.22958 0.21908 6.54093
H31 3.81757 -3.92785 -2.82732
H32 2.22296 -1.81318 2.66321
H33 -1.45658 0.60160 -0.28451
H34 -0.91766 6.27126 -1.19613
H35 -3.21839 2.61602 -3.56988
H36 -2.14187 -0.13318 -4.44717
H37 1.35236 0.21140 4.33164
H38 0.08625 -4.46118 -2.81338
H39 -2.87537 -1.89471 2.33743
H40 -2.81690 1.17402 -5.47551
H41 -1.10204 2.85861 -4.23991
H42 -1.66006 -4.17046 -3.00498
H43 -0.68820 -3.57185 -1.60775
H44 -0.04588 -0.54115 1.71347
H45 1.34314 -0.48578 0.60697
H46 -0.66195 2.70718 1.92459
H47 4.15803 1.34743 3.83842
H48 -5.08128 2.05335 0.58213
H49 3.28844 -1.85693 -2.01496
H50 -3.30389 -3.48238 0.44655
H51 4.98167 -2.03852 -1.94866
H52 2.57139 -4.33047 2.81820
H53 2.25786 -1.08672 -5.59915
H54 1.07170 -3.87098 1.96733
H55 0.50731 -1.31598 -2.30996
H56 1.23812 -0.02823 -3.78197
H57 -1.27345 -1.69313 -3.31867
H58 -3.36128 0.39566 1.92518
H59 1.89297 1.72419 5.09440
H60 3.06756 -2.98635 0.29312
H61 2.08991 2.00153 -5.56694
H62 -3.81873 -0.29646 0.36285
H63 3.54428 0.11306 -5.49581
H64 0.79119 1.01386 1.11552
H65 -5.74083 1.56559 3.17131

Below is a single C5H7NS molecule, with properties calculated with ωB97M-V/def2-TZVPD.

The molar mass comes out at 113.2 g mol⁻¹. The gap between HOMO and LUMO is 7.6 eV. The energy relative to the best compared isomer or geometry (same formula, charge and spin) comes out at 83.0 kcal/mol. For the total energy, the calculation gives -17620.04755 eV.

Geometry (Å):
S1 -0.93246 1.33363 0.21370
N1 1.07100 1.38520 0.82334
C1 -0.68185 0.62610 -1.33059
C2 1.57606 0.32816 0.32182
C3 -1.16497 -0.01722 1.39184
C4 0.10582 -0.48396 -1.43918
C5 1.01728 -0.73091 -0.46746
H1 -0.29226 -0.58809 1.68929
H2 0.04603 -1.16389 -2.31217
H3 -1.29530 1.16798 -2.19158
H4 1.65777 -1.64195 -0.54942
H5 -1.85230 -0.73624 0.90969
H6 -1.74422 0.38141 2.19538
H7 2.48940 0.13979 0.74533

Below is a single C4H7NO2 molecule, with properties calculated with ωB97M-V/def2-TZVPD.

The molar mass comes out at 101.1 g mol⁻¹. The gap between HOMO and LUMO (alpha / beta) is 8.0 / 7.9 eV. The energy relative to the best compared isomer or geometry (same formula, charge and spin) comes out at 128.8 kcal/mol. For the total energy, the calculation gives -9841.69293 eV.

Geometry (Å):
O1 -2.58065 1.01525 0.68680
O2 1.54419 -0.48870 -0.66894
N1 -1.30781 1.34177 0.23599
C1 0.69815 0.52474 -0.51180
C2 -1.17086 -1.11889 0.06643
C3 2.76845 -0.26286 -0.24181
C4 -0.64216 0.27920 -0.07614
H1 -0.44995 -1.85544 -0.29375
H2 -2.11020 -1.22145 -0.48275
H3 1.12921 1.51914 -0.51767
H4 -2.95234 1.88296 0.88809
H5 -1.39029 -1.31992 1.12053
H6 2.88787 0.45818 0.55441
H7 3.57639 -0.75398 -0.75939

Below is a single C6H9N molecule, with properties calculated with ωB97M-V/def2-TZVPD.

The molar mass comes out at 95.1 g mol⁻¹. The gap between HOMO and LUMO is 7.2 eV. The energy relative to the best compared isomer or geometry (same formula, charge and spin) comes out at 94.5 kcal/mol. For the total energy, the calculation gives -7854.06351 eV.

Geometry (Å):
N1 -1.49492 -0.82147 0.26168
C1 1.59423 1.17007 -0.04290
C2 -1.04821 1.32187 -0.16585
C3 -2.05349 0.42645 0.00110
C4 0.20358 0.62145 -0.04434
C5 -0.11787 -0.75999 0.23590
C6 0.78073 -1.87192 0.18086
H1 1.78276 -1.75412 0.57166
H2 0.37166 -2.87030 0.08781
H3 0.36822 -0.63702 -0.89823
H4 1.64637 2.10487 -0.60925
H5 -1.15825 2.38337 -0.35276
H6 -2.00242 -1.68706 0.34418
H7 -3.12631 0.55034 -0.04709
H8 2.29666 0.45525 -0.49577
H9 1.95725 1.36820 0.97302